1.
A single C4H5NO molecule at a distorted geometry. Source: the OMol25 dataset; level of theory: wB97M-V/def2-TZVPD.

Atoms and positions in Å:
N  0.60457  2.20123  0.56703
C  0.21517  1.15390  0.83342
C  0.41422  -0.09282  1.26779
C  0.03149  -1.08080  0.45009
C  -0.67864  -1.29579  -0.76577
O  -0.30870  -0.28365  -1.83030
H  0.57973  -0.15706  2.29615
H  -0.05013  -2.14355  0.93877
H  -0.22691  -2.14973  -1.37903
H  -1.75578  -1.45218  -0.57883
H  -0.20277  0.65610  -1.31698

The total energy comes out at -7763.387 eV. Its HOMO energy is -10.15 eV. The molar mass is 83.09 g/mol. As for the gap between HOMO and LUMO: 10.17 eV. The LUMO energy comes out at 0.0 eV. Its energy above the lowest of the compared OMol25 structures with the same formula, charge and spin is 302.9 kJ/mol.

***

2.
C28H37BBr24N4O as an isolated structure at a distorted geometry. Source: the OMol25 dataset; level of theory: wB97M-V/def2-TZVPD.

Atoms and positions in Å:
C  3.60164  -1.78402  -2.07888
C  2.56432  -1.71562  -1.48860
C  1.31846  -1.83165  -0.77517
N  0.43170  -2.64993  -1.28445
C  -0.72597  -2.74933  -0.57516
C  -1.72675  -3.63436  -1.05062
B  -1.46122  -4.44956  -2.38483
N  -2.35808  -4.23659  -3.53957
O  -0.40619  -5.30765  -2.46566
C  -2.89127  -3.75578  -0.33681
C  -3.15759  -3.00985  0.84937
C  -4.48374  -3.31789  1.53505
C  -4.31693  -3.83584  2.96930
C  -5.51398  -2.15041  1.36429
C  -6.11164  -1.55826  2.63763
C  -2.20760  -2.09951  1.28650
C  -2.39386  -1.21119  2.48890
C  -2.33213  0.32785  2.22868
C  -2.78095  0.74256  0.83882
C  -3.12843  1.04954  3.31066
C  -0.97284  -1.99254  0.58434
N  -0.01824  -1.14279  1.06733
C  1.11065  -1.07598  0.41809
C  2.18838  -0.17952  0.94458
N  3.40728  -0.90515  1.30977
C  4.64581  -0.21487  0.99514
H  4.39625  -1.60778  -2.75756
H  -2.12564  -3.37391  -4.02496
H  -3.29720  -4.08732  -3.18298
H  0.00609  -5.18470  -3.32894
H  -3.66089  -4.44381  -0.66550
H  -4.89192  -4.15401  0.97222
H  -3.44018  -4.48288  3.02181
H  -5.16394  -4.46989  3.22464
H  -4.18284  -3.06851  3.72141
H  -6.35229  -2.54289  0.78932
H  -5.06016  -1.39539  0.73186
H  -5.37892  -1.32036  3.40371
H  -6.83649  -2.23847  3.07731
H  -6.59887  -0.61885  2.38269
H  -1.60023  -1.48735  3.17889
H  -3.33983  -1.39592  2.98003
H  -1.28997  0.59848  2.38337
H  -3.75195  0.29298  0.62795
H  -2.09914  0.42283  0.05744
H  -2.93397  1.81974  0.79321
H  -2.77943  0.76212  4.30031
H  -2.93996  2.11991  3.21280
H  -4.20099  0.90318  3.19469
H  1.81899  0.34263  1.82398
H  2.41128  0.57040  0.17564
H  3.40728  -1.84087  0.93640
H  5.36585  -0.28375  1.81128
H  5.14271  -0.63086  0.11382
H  4.48109  0.84399  0.81438
C  5.52657  1.66007  -4.44378
Br  6.92743  1.82555  -3.13632
Br  4.17389  0.42995  -3.82399
Br  4.83873  3.38172  -4.96234
H  5.96149  1.22106  -5.32950
C  -2.49314  7.75125  -0.56293
Br  -1.53299  6.26606  -1.31563
Br  -4.39386  7.55314  -0.78834
Br  -2.02321  8.03772  1.28033
H  -2.19674  8.63449  -1.10881
C  2.37301  6.79528  -4.43214
Br  3.90000  7.94877  -4.26150
Br  2.35781  5.43017  -3.07219
Br  0.73529  7.80192  -4.46588
H  2.45590  6.29083  -5.38366
C  8.04344  9.52246  -3.38460
Br  7.65541  10.63358  -4.90670
Br  6.81329  9.84035  -1.94277
Br  8.11492  7.66435  -3.87317
H  9.02500  9.79831  -3.02884
C  -4.34808  -3.92475  7.02382
Br  -6.13023  -3.39554  6.53121
Br  -3.83079  -5.56345  6.15386
Br  -3.07932  -2.51568  6.70705
H  -4.35235  -4.11788  8.08618
C  7.88836  4.94638  -0.91858
Br  9.37654  6.14920  -0.70098
Br  7.94094  3.53284  0.38686
Br  6.19780  5.86031  -0.91459
H  7.99536  4.48267  -1.88901
C  -0.05070  -3.52094  -6.92144
Br  -1.58342  -2.35754  -6.94308
Br  1.01377  -3.24674  -5.34123
Br  -0.55170  -5.36443  -7.12258
H  0.56290  -3.25820  -7.77012
C  -0.13467  -4.76343  4.73176
Br  0.48394  -5.05263  6.53124
Br  0.20969  -2.97012  4.13329
Br  0.57757  -6.06517  3.50871
H  -1.20838  -4.89231  4.74510

The total energy comes out at -1719337.855 eV. Its HOMO energy is -8.40 eV. The molar mass is 2374.14 g/mol. As for the gap between HOMO and LUMO: 7.94 eV. The LUMO energy comes out at -0.5 eV. Its energy above the lowest of the compared OMol25 structures with the same formula, charge and spin is 0.0 kJ/mol.